Density functional theory data (ωB97M-V with the def2-TZVPD basis set) for the molecule C23H39NO4.

For the energy, the calculation gives -34164.167 eV. The calculation puts the largest force on an atom at 0.54 eV/Å. For the energy above the lowest of the compared OMol25 structures with the same formula, charge and spin, the calculation gives 3.7 kcal per mole.

Each line ends with the Mulliken charge.
Cartesian coordinates (Å):
C (-8.13039, -2.09578, -3.00055)  -1.228
C (-7.75319, -0.97750, -2.03614)  -0.349
C (-7.30645, -1.48822, -0.66553)  -0.709
C (-6.06099, -2.37776, -0.68120)  -0.866
C (-4.81165, -1.73256, -1.28268)  -0.533
C (-4.33872, -0.49584, -0.52239)  -0.377
C (-3.02055, 0.03952, -1.07675)  -0.758
C (-2.52717, 1.26352, -0.30991)  -0.820
C (-1.17977, 1.75526, -0.83355)  -0.068
C (-0.66471, 2.94863, -0.02832)  -1.843
C (0.78699, 3.34777, -0.35218)  2.590
C (1.30301, 4.32680, 0.71079)  -1.968
C (0.86466, 4.01241, -1.72743)  -1.918
C (1.72628, 2.13105, -0.34925)  -0.219
O (2.50625, 1.89443, -1.24291)  -0.661
N (1.63016, 1.36970, 0.77722)  -0.009
C (2.32290, 0.15569, 0.94777)  -0.411
C (1.59208, -1.01296, 1.19758)  1.148
O (0.23760, -0.84007, 1.28463)  -0.322
C (-0.56678, -1.97628, 1.48691)  -0.967
C (2.24544, -2.22347, 1.33651)  -0.549
C (3.63245, -2.27879, 1.20700)  -0.056
O (4.17293, -3.52454, 1.33720)  -0.472
C (5.56472, -3.67364, 1.20249)  -0.841
C (4.36634, -1.12492, 0.97646)  -0.508
C (3.71599, 0.10277, 0.86427)  0.302
O (4.34986, 1.29128, 0.71677)  -0.392
C (5.72031, 1.29530, 0.40744)  -1.011
H (-7.26415, -2.70020, -3.25662)  0.292
H (-8.88367, -2.74336, -2.55646)  0.293
H (-8.53588, -1.67986, -3.92041)  0.390
H (-8.62174, -0.33015, -1.88962)  0.379
H (-6.96499, -0.36617, -2.47831)  0.237
H (-8.12557, -2.06226, -0.22399)  0.437
H (-7.12623, -0.63006, -0.01487)  0.287
H (-6.28168, -3.29197, -1.23566)  0.365
H (-5.84187, -2.67025, 0.34943)  0.356
H (-4.99623, -1.46707, -2.32477)  0.240
H (-4.00881, -2.47508, -1.27641)  0.390
H (-5.09393, 0.28936, -0.58592)  0.242
H (-4.21242, -0.74918, 0.53377)  0.286
H (-3.15131, 0.30057, -2.12955)  0.407
H (-2.25962, -0.74276, -1.02515)  0.274
H (-3.26623, 2.06507, -0.38581)  0.326
H (-2.42729, 1.00547, 0.74769)  0.342
H (-0.46242, 0.93456, -0.77760)  0.167
H (-1.28198, 2.03236, -1.88382)  0.305
H (-1.30802, 3.81252, -0.21545)  0.674
H (-0.75514, 2.71928, 1.03767)  0.311
H (2.32716, 4.61542, 0.48648)  0.436
H (0.68539, 5.22315, 0.72526)  0.448
H (1.28607, 3.87772, 1.70143)  0.379
H (1.89209, 4.29059, -1.94571)  0.431
H (0.53740, 3.32545, -2.50246)  0.367
H (0.24208, 4.90401, -1.75484)  0.408
H (0.80527, 1.46457, 1.34976)  0.426
H (-0.44284, -2.70319, 0.67867)  0.417
H (-0.34794, -2.45835, 2.44478)  0.450
H (-1.59328, -1.61254, 1.49064)  0.110
H (1.72234, -3.14494, 1.52516)  0.491
H (5.91053, -3.35233, 0.21471)  0.332
H (6.10654, -3.12001, 1.97651)  0.327
H (5.75922, -4.73846, 1.32184)  0.255
H (5.43836, -1.16850, 0.89500)  0.552
H (6.32571, 0.92270, 1.24212)  0.333
H (5.97410, 2.33715, 0.21884)  0.261
H (5.92969, 0.70727, -0.49084)  0.392

Density functional theory data (ωB97M-V with the def2-TZVPD basis set) for a structure of composition C23H40Cl3N4O3SiTl at a distorted geometry.

For the energy, the calculation gives -86741.428 eV. The calculation puts the largest force on an atom at 2.19 eV/Å. For the energy above the lowest of the compared OMol25 structures with the same formula, charge and spin, the calculation gives 23.1 kcal per mole.

Each line ends with the Mulliken charge.
Cartesian coordinates (Å):
C (0.18746, 4.69614, -2.10524)  -1.721
C (1.06357, 4.31657, -0.95119)  0.404
H (0.43141, 5.70720, -2.46543)  0.430
H (-0.87630, 4.66523, -1.81122)  0.175
H (0.30119, 3.97973, -2.93426)  0.302
C (1.67369, 5.22025, -0.17545)  0.133
C (1.36948, 6.68670, -0.14950)  -1.703
H (2.44127, 4.91099, 0.53906)  0.422
H (0.34611, 6.91144, -0.49118)  0.367
H (2.06132, 7.27651, -0.77179)  0.374
H (1.46719, 7.07884, 0.87643)  0.392
Tl (-1.07661, -1.12135, -0.91639)  0.839
Cl (0.37802, -0.57117, -2.92543)  -0.417
Cl (-3.14407, -1.71457, 0.33858)  -0.458
H (-2.08620, -5.74169, -0.03641)  0.291
H (-2.76992, -6.08252, -3.03784)  0.334
C (-2.60172, -4.83448, -0.36245)  -0.782
C (-3.08664, -5.05611, -2.80407)  -0.934
N (-2.28397, -4.48900, -1.73548)  0.410
H (-2.33703, -4.00823, 0.30493)  0.214
C (-1.10550, -3.91652, -2.02723)  -0.213
O (-0.30962, -3.48933, -1.15688)  -0.705
H (-2.93774, -4.43227, -3.69215)  0.335
H (-0.89223, -3.80832, -3.09812)  0.527
H (-3.67706, -4.99272, -0.29144)  0.321
H (-4.14168, -5.06346, -2.51228)  0.305
H (-2.10302, 3.66463, 0.86733)  0.237
H (-0.03861, 5.00761, 2.32494)  0.219
C (-2.33256, 3.18386, 1.81456)  -0.960
C (-0.73229, 4.59623, 3.06937)  -0.926
N (-1.18610, 3.26785, 2.70144)  0.363
H (-2.56812, 2.13528, 1.65449)  0.242
C (-0.59806, 2.16110, 3.20577)  0.112
O (-0.92508, 0.99891, 2.92680)  -0.780
H (-0.21638, 4.54262, 4.03344)  0.348
H (0.22602, 2.39235, 3.90543)  0.365
H (-3.16881, 3.70320, 2.27642)  0.350
H (-1.59127, 5.26544, 3.14443)  0.344
O (-0.09999, 2.67304, 0.04579)  -0.280
C (1.04882, 2.83642, -0.58761)  0.185
C (2.24863, 2.53982, 1.60197)  0.469
C (2.27539, 2.33127, 0.22302)  -0.162
H (1.35009, 2.98985, 2.03308)  0.384
C (3.33297, 2.16549, 2.40192)  -0.982
H (1.02791, 2.25686, -1.52185)  0.152
C (3.36337, 1.68122, -0.35391)  -0.313
H (3.26655, 2.30888, 3.49050)  0.338
C (4.48063, 1.62908, 1.80131)  -0.617
C (4.48106, 1.36585, 0.42363)  -0.659
H (3.33247, 1.44563, -1.41194)  0.459
H (5.34580, 1.36857, 2.42267)  0.348
H (5.35612, 0.89530, -0.02875)  0.403
Si (-3.64373, 0.90630, -2.63140)  0.369
Cl (-1.94774, 1.39692, -1.36442)  0.106
C (-5.10947, 0.66324, -1.47368)  -0.960
C (-3.30460, -0.64249, -3.65670)  -0.521
C (-4.08428, 2.29584, -3.80357)  -1.062
H (-4.81102, 0.24050, -0.50755)  0.231
H (-5.81797, -0.02872, -1.95035)  0.338
H (-5.62814, 1.62010, -1.32726)  0.315
H (-4.52574, 3.14368, -3.26195)  0.296
H (-4.84177, 1.94306, -4.52331)  0.336
H (-3.21125, 2.64183, -4.37665)  0.303
H (-2.63220, -1.36050, -3.17317)  -0.160
H (-2.84761, -0.35320, -4.61582)  0.301
H (-4.23729, -1.16714, -3.90518)  0.347
N (0.97559, -0.77350, 1.67877)  0.201
C (2.20731, -1.13206, 2.11079)  -0.280
C (2.85683, -1.70723, 1.02613)  -1.188
C (1.97459, -1.61991, -0.06019)  -0.020
N (0.80464, -1.08607, 0.36481)  0.028
H (0.27473, -0.22471, 2.19807)  0.323
H (2.55969, -0.96711, 3.12203)  0.495
H (3.85306, -2.09758, 0.99094)  0.410
H (2.13358, -1.88747, -1.10092)  0.511

Density functional theory data (ωB97M-V with the def2-TZVPD basis set) for a structure of composition C23H41AlBeBr3ClF6IKLiNNaO10S2 at a distorted geometry.

For the energy, the calculation gives -343131.828 eV. The total charge is -1. The calculation puts the largest force on an atom at 10.89 eV/Å.

Each line ends with the Mulliken charge.
Cartesian coordinates (Å):
C (0.99776, -0.72332, 2.05237)  -1.784
C (0.62669, -0.43442, 0.70425)  0.229
Al (-0.13391, 0.07345, -1.17808)  -0.565
C (-2.10257, -0.55353, -1.16420)  -0.248
C (-2.35137, -1.95904, -1.97118)  -0.189
C (-3.64452, -1.77440, -3.00627)  -0.655
C (0.97921, -0.74432, -2.69460)  -0.164
C (2.60275, -0.89114, -2.33503)  -0.158
C (3.20878, -1.88490, -3.53381)  -0.822
I (2.83189, -4.02377, -3.14641)  -0.095
C (-0.02991, 2.15625, -1.28817)  -0.450
C (0.46303, 2.70272, -2.75405)  -0.347
C (-0.74409, 2.92202, -3.84996)  -0.833
C (-1.96942, 1.80019, -3.71634)  0.647
C (-3.07795, 1.90566, -4.93033)  -0.484
C (-4.56824, 1.89041, -4.17333)  -0.622
H (0.92320, -0.71775, 3.24342)  0.941
H (-2.86605, 0.23412, -1.57272)  0.181
H (-2.40115, -0.75730, -0.03260)  0.296
H (-2.65640, -2.78170, -1.19671)  0.288
H (-1.45929, -2.31161, -2.64216)  0.022
H (-4.00895, -2.86452, -3.25070)  0.325
H (-4.46162, -1.07944, -2.53784)  0.086
H (-3.20473, -1.32476, -3.99698)  0.086
H (0.64237, -1.84778, -3.00085)  0.159
H (0.95088, -0.11085, -3.70200)  0.269
H (3.16130, 0.13734, -2.34629)  0.289
H (2.70898, -1.41283, -1.28189)  0.170
H (4.35366, -1.73038, -3.72274)  0.463
H (2.59961, -1.62631, -4.52435)  0.294
H (0.80825, 2.46284, -0.49722)  0.232
H (-1.03570, 2.61621, -0.89852)  0.339
H (1.32100, 2.04506, -3.25180)  0.099
H (0.92918, 3.78433, -2.56429)  0.329
H (-0.35814, 2.81134, -4.97294)  0.257
H (-1.28032, 3.97311, -3.68456)  0.270
H (-1.48156, 0.73695, -3.73107)  -0.399
H (-2.51710, 2.06680, -2.70034)  0.092
H (-3.04971, 0.89300, -5.55973)  0.226
H (-2.93490, 2.86091, -5.61536)  0.322
H (-4.65254, 2.93775, -3.63582)  0.282
H (-5.44431, 1.68649, -4.92816)  0.110
H (-4.56642, 1.08110, -3.30068)  0.054
C (-8.61460, 0.39007, -6.73907)  -1.159
C (-8.31380, 1.22664, -5.52695)  0.915
O (-7.61855, 0.80940, -4.60219)  -0.590
N (-8.83688, 2.48447, -5.46928)  -0.188
C (-9.66886, 3.15020, -6.44308)  -0.863
H (-8.12954, -0.58556, -6.64040)  0.038
H (-9.69305, 0.23178, -6.82680)  0.484
H (-8.22679, 0.87884, -7.63725)  0.407
H (-8.59028, 2.98497, -4.62362)  0.253
H (-9.15550, 4.06054, -6.76120)  0.292
H (-10.60989, 3.41883, -5.95729)  0.285
H (-9.87397, 2.52499, -7.31326)  0.331
Na (4.49011, -4.87311, -1.39546)  0.783
O (3.68702, -0.89732, -7.33926)  -0.502
S (5.09008, -0.89814, -6.88652)  1.318
O (5.34734, -2.10852, -6.08516)  -0.533
O (5.34163, 0.29873, -6.06326)  -0.502
O (5.98446, -0.88530, -8.05848)  -0.528
K (-0.00989, -1.33581, 4.20363)  1.020
Be (-7.50989, -1.99388, -6.19960)  -0.183
C (3.71003, -0.76193, 8.24208)  -0.157
Br (3.46152, 0.86370, 9.28127)  0.023
Br (2.91332, -2.30749, 9.11416)  -0.023
Br (3.07744, -0.55626, 6.41404)  -0.068
H (4.78821, -0.94550, 8.18856)  0.230
Cl (-4.20989, -0.32679, 0.61126)  -0.638
Li (-6.30989, -1.79636, 0.69821)  0.803
C (0.48414, 4.60859, 3.40743)  0.542
F (0.42284, 5.95777, 3.16635)  -0.233
F (1.18459, 4.07420, 2.35590)  -0.218
F (1.29335, 4.46327, 4.50573)  -0.233
S (-1.20004, 3.83107, 3.63335)  1.101
O (-1.92011, 4.08081, 2.37705)  -0.641
O (-1.79825, 4.51707, 4.78694)  -0.675
O (-0.94567, 2.40493, 3.87867)  -0.624
C (6.46619, -3.15590, 11.43642)  -1.125
C (6.37181, -2.95962, 9.93626)  0.499
O (7.55438, -2.41725, 9.35808)  -0.374
C (8.69601, -3.29063, 9.12804)  0.111
O (8.32931, -4.37270, 8.44618)  -0.807
C (9.52279, -3.61574, 10.43469)  0.709
F (9.56445, -2.53289, 11.26546)  -0.271
F (10.82669, -3.89764, 10.14452)  -0.291
F (9.05910, -4.65132, 11.17490)  -0.263
H (6.97532, -2.31379, 11.91549)  0.259
H (5.46705, -3.26242, 11.87191)  0.362
H (7.01392, -4.06533, 11.68211)  0.277
H (5.59183, -2.21216, 9.75394)  -0.376
H (6.03668, -3.87123, 9.43010)  0.297
H (9.37606, -2.59433, 8.61543)  0.187